Record 1
{"formula": "C18H48FIN3O16P4", "method": "wB97M-V/def2-TZVPD", "energy_ha": -3845.90069, "charge": 1, "elements": ["H", "H", "C", "P", "O", "N", "H", "H", "H", "H", "C", "H", "H", "H", "H", "H", "C", "H", "H", "H", "C", "C", "H", "C", "H", "H", "H", "O", "H", "O", "O", "P", "H", "H", "C", "H", "H", "C", "H", "O", "H", "O", "H", "H", "H", "H", "O", "H", "H", "H", "N", "C", "C", "H", "O", "O", "C", "N", "H", "H", "O", "C", "H", "H", "H", "C", "P", "C", "O", "O", "C", "C", "O", "O", "H", "H", "O", "F", "P", "C", "O", "H", "H", "C", "H", "H", "I", "H", "H", "H", "H"], "xyz": [[2.79, 1.94, -3.67], [3.71, 7.50, -3.08], [-3.11, 0.45, -6.61], [-0.23, -0.27, -1.55], [-1.74, -4.03, 5.03], [0.83, 1.23, -7.32], [2.76, 3.67, -4.06], [1.09, -7.02, 4.85], [1.76, -0.96, 5.04], [0.96, -6.87, 6.62], [1.22, -0.78, 5.97], [-2.47, -2.03, 2.73], [-3.72, -0.38, -6.25], [-3.80, 1.26, -6.84], [1.38, -1.61, 6.65], [-1.72, 1.05, 7.29], [-0.24, 2.25, -7.48], [4.96, 7.02, -1.91], [-0.05, 3.07, -8.17], [-2.97, -0.89, -2.42], [-2.83, -0.50, -1.42], [-2.46, -1.29, 3.52], [-1.22, 2.45, 6.31], [-1.78, -3.95, 7.92], [-3.57, -0.92, -0.76], [-3.51, -6.19, 5.00], [4.31, 2.83, -3.78], [0.25, 1.34, 4.22], [-3.01, -7.89, 4.89], [-1.54, -0.89, -0.91], [-2.07, 0.86, 5.25], [-0.72, 0.33, 4.63], [-0.31, -3.20, -1.83], [4.96, 6.33, -3.55], [2.27, 4.22, 0.34], [1.40, -3.25, -2.30], [-1.07, 1.71, -7.92], [-2.12, 0.84, -5.53], [0.46, 2.03, -4.33], [5.50, 4.21, -1.76], [-3.29, -0.59, 3.37], [0.34, 0.73, -0.49], [2.14, 4.60, 1.35], [-1.18, 0.32, -5.63], [2.12, 3.14, 0.34], [0.23, -2.36, -3.31], [-1.21, -0.59, 3.44], [2.55, -0.28, -6.03], [-2.53, 0.52, -4.58], [-1.74, -4.11, 9.00], [1.87, 0.21, -5.46], [4.33, 6.68, -2.74], [3.26, 2.90, -3.48], [-1.16, -3.09, 7.66], [0.79, -1.47, -1.50], [3.44, 5.64, -2.31], [1.16, 1.19, -5.99], [0.65, 2.22, -5.32], [2.03, -0.09, 0.40], [1.55, 4.69, -0.32], [-1.30, -5.15, 7.29], [-1.84, 2.35, -5.42], [0.48, -0.57, 1.15], [-1.75, 2.62, -4.37], [-2.94, 2.13, 6.59], [-1.97, 1.67, 6.43], [-1.07, -5.13, 5.72], [0.50, -2.63, -2.29], [-0.19, -0.68, 5.74], [3.62, 4.51, -0.06], [-2.87, -6.96, 5.42], [-0.53, 2.74, -6.05], [3.15, 3.18, -2.09], [0.49, -5.14, 5.53], [-0.42, 3.82, -6.01], [-2.81, -3.76, 7.63], [-0.45, 0.32, -2.88], [-2.47, 0.01, -7.75], [4.06, 4.38, -1.56], [1.24, -6.36, 5.70], [-1.49, -6.59, 5.28], [-2.65, 2.95, -5.82], [1.69, -0.09, -4.52], [1.03, 0.24, 0.68], [1.11, 1.06, 1.39], [2.29, -6.08, 5.76], [2.39, 1.40, -8.65], [-2.57, -1.79, 4.48], [-2.93, 0.59, -1.43], [-3.10, -7.11, 6.48], [1.60, 0.14, 6.42]]}

=====

Record 2
{"formula": "C18H49FN6O5P2", "method": "wB97M-V/def2-TZVPD", "energy_ha": -2202.45581, "charge": 0, "relative_energy_kcal_mol": 0.0, "smiles": "CN(C)P(=O)(N(C)C)N(C)C.CN(C)P(=O)(N(C)C)N(C)C.OCOCCOCCCF", "elements": ["H", "H", "N", "H", "H", "H", "O", "H", "H", "H", "H", "C", "O", "N", "C", "H", "C", "H", "H", "H", "H", "H", "H", "C", "H", "N", "C", "H", "N", "C", "H", "N", "C", "O", "H", "H", "H", "H", "H", "C", "C", "H", "H", "H", "H", "C", "H", "C", "H", "H", "H", "C", "H", "O", "H", "P", "H", "H", "O", "N", "C", "H", "H", "C", "P", "H", "H", "H", "C", "H", "C", "H", "F", "H", "H", "H", "C", "C", "H", "H", "H"], "xyz": [[-4.71, -1.60, -3.92], [-2.91, -4.75, 3.10], [1.62, 4.00, 1.39], [-0.88, -3.68, -1.06], [-2.69, 1.62, -2.82], [4.91, 2.51, 1.89], [2.37, 1.73, 1.30], [-1.88, -3.60, -5.46], [2.97, 4.88, 2.78], [-4.27, -1.23, -1.18], [-0.18, -0.03, 2.39], [-2.32, 0.70, -2.36], [3.32, -3.49, 4.55], [4.06, 3.10, 0.02], [-2.41, -3.97, -4.57], [0.91, -1.95, 1.80], [4.93, 3.33, 1.16], [1.32, 2.54, -2.60], [0.09, 2.79, -1.36], [-2.96, -0.73, -0.08], [-3.17, -4.69, -4.89], [3.43, 5.29, -1.10], [5.59, 2.31, -1.18], [2.42, -3.50, 3.47], [0.03, 2.69, 1.85], [-3.05, -2.89, -3.80], [-3.05, -3.69, 3.34], [2.02, -4.51, 3.37], [1.84, 3.91, -1.02], [2.32, 5.14, 1.93], [2.94, -3.21, 2.55], [-2.49, -0.38, -3.32], [4.58, 2.05, -0.84], [1.37, -2.60, 3.73], [-0.86, 0.17, -4.59], [0.40, 4.05, -2.55], [-2.91, 0.54, -1.47], [2.93, 5.64, 1.17], [-4.83, -3.12, -4.80], [2.78, 4.73, -1.77], [-3.44, -1.58, -0.57], [3.96, 1.94, -1.74], [-2.03, -3.56, 0.28], [3.06, -2.75, 5.10], [3.41, 4.18, -2.47], [1.24, -1.56, 2.78], [0.88, 0.28, 3.77], [0.27, -0.48, 3.28], [-1.27, 0.86, -2.07], [2.21, -1.08, 2.59], [-0.84, -2.27, 0.00], [-1.71, -3.01, 3.41], [-1.11, -3.41, 4.23], [-0.67, -0.94, 4.22], [-2.44, 0.91, -4.97], [-1.96, -1.95, -2.91], [-2.13, -0.78, -5.36], [4.62, 1.08, -0.34], [-0.49, -1.98, -2.83], [-2.50, -2.36, -1.35], [-4.16, -2.31, -4.54], [2.18, 5.44, -2.33], [5.96, 3.44, 0.79], [0.87, 3.29, -1.94], [2.39, 2.87, 0.30], [-1.69, -4.50, -3.95], [4.68, 4.26, 1.67], [-3.58, -3.62, 4.29], [-1.83, -1.50, 3.63], [1.60, 5.89, 2.28], [-1.50, -2.99, -0.49], [0.00, 4.25, 2.67], [-3.81, -3.08, 2.34], [-2.05, -0.99, 2.69], [-2.64, -1.31, 4.33], [-3.86, -1.80, -5.47], [-1.95, 0.00, -4.62], [0.66, 3.44, 2.32], [-1.14, -3.20, 2.50], [-3.88, -2.20, 0.22], [1.14, 2.98, 3.20]]}

=====

Record 3
{"formula": "C18H50AsF6O15S7", "method": "wB97M-V/def2-TZVPD", "energy_ha": -7465.67728, "charge": -1, "relative_energy_kcal_mol": 679.0, "elements": ["H", "H", "S", "O", "F", "H", "C", "C", "H", "O", "H", "H", "H", "H", "H", "H", "H", "F", "C", "S", "H", "H", "H", "H", "H", "O", "H", "H", "F", "C", "C", "H", "H", "H", "As", "H", "C", "H", "C", "O", "H", "H", "C", "C", "H", "C", "O", "H", "F", "O", "F", "H", "H", "C", "C", "C", "C", "H", "H", "C", "H", "H", "C", "H", "S", "O", "O", "H", "H", "O", "H", "H", "H", "O", "S", "H", "C", "H", "O", "H", "H", "H", "C", "F", "H", "H", "O", "H", "O", "S", "H", "H", "O", "S", "H", "O", "S"], "xyz": [[18.19, 3.22, 8.18], [16.56, 2.12, 16.52], [9.73, 2.42, 12.85], [15.12, 8.17, 13.63], [14.16, 4.11, 13.49], [17.32, 0.33, 12.32], [8.29, 2.75, 11.74], [13.64, 2.94, 7.83], [14.60, 5.72, 9.15], [18.48, 1.80, 11.50], [12.55, 1.93, 12.03], [17.55, 2.10, 12.65], [13.57, 3.01, 10.02], [8.59, 2.67, 10.69], [18.00, 4.14, 10.26], [15.93, 2.65, 11.17], [18.50, 1.04, 13.58], [16.85, 4.06, 11.11], [17.05, 2.14, 15.55], [18.81, 5.59, 8.40], [12.94, 4.25, 11.14], [13.13, 3.93, 14.77], [17.62, 7.72, 12.86], [13.46, 6.31, 12.24], [8.02, 3.78, 11.94], [20.27, 5.25, 8.72], [15.13, 4.22, 10.16], [18.70, 3.76, 6.67], [14.80, 5.53, 11.59], [11.92, 2.49, 11.34], [12.67, 3.50, 10.39], [13.67, 2.43, 8.79], [17.87, 5.25, 16.27], [17.18, 4.26, 7.16], [15.47, 4.01, 12.30], [15.85, 5.63, 14.35], [18.18, 4.12, 7.56], [18.51, 5.76, 10.84], [18.04, 5.21, 10.03], [12.72, 8.97, 13.13], [12.08, 3.27, 16.16], [14.78, 8.22, 11.73], [12.66, 4.08, 15.74], [16.92, 7.77, 12.03], [15.49, 4.05, 14.75], [17.76, -1.16, 10.23], [10.83, 3.18, 11.96], [15.55, 1.72, 9.61], [14.35, 3.13, 11.20], [9.98, 1.01, 12.81], [16.09, 2.51, 12.96], [16.50, -2.65, 9.17], [12.21, 4.01, 9.54], [17.54, 1.10, 13.07], [17.29, 4.52, 15.70], [15.19, 4.81, 9.25], [15.91, 4.95, 15.19], [11.96, 4.91, 15.86], [18.76, -0.74, 10.09], [17.32, -1.96, 8.97], [11.66, 1.78, 10.56], [16.43, 3.35, 9.63], [13.12, 6.29, 13.27], [16.62, 6.72, 11.98], [14.04, 4.26, 16.96], [18.45, 1.46, 8.94], [14.81, 3.02, 16.98], [17.89, 4.24, 14.84], [15.76, 9.65, 12.35], [14.94, 5.38, 16.22], [13.68, 5.50, 13.78], [12.85, 3.69, 7.94], [18.13, 2.07, 15.74], [13.53, 4.84, 18.17], [13.49, 7.99, 13.98], [7.57, 1.96, 12.00], [15.57, 8.58, 12.40], [16.99, 5.52, 9.94], [13.33, 8.00, 15.48], [16.97, 3.09, 15.01], [16.23, 5.13, 9.32], [13.36, 2.26, 7.04], [16.20, 2.42, 10.14], [16.55, 5.04, 13.36], [17.39, 3.61, 16.29], [12.05, 6.10, 13.37], [16.41, 2.87, 8.13], [17.39, 8.04, 11.08], [9.58, 3.21, 14.11], [15.28, 3.74, 7.67], [17.07, -1.19, 8.24], [18.10, -2.57, 8.52], [17.00, 0.04, 10.47], [17.78, 1.51, 10.27], [17.68, -1.75, 11.15], [16.37, -0.40, 14.71], [16.20, 1.06, 14.33]]}

=====

Record 4
{"formula": "C18H50BF4N6O10S3", "method": "wB97M-V/def2-TZVPD", "energy_ha": -3414.93673, "charge": 3, "relative_energy_kcal_mol": 0.0, "elements": ["C", "H", "C", "N", "H", "H", "H", "H", "H", "F", "H", "H", "O", "H", "H", "H", "O", "N", "H", "O", "C", "N", "C", "S", "H", "F", "C", "H", "C", "H", "O", "H", "B", "C", "H", "H", "H", "H", "H", "H", "H", "H", "C", "O", "H", "O", "O", "C", "H", "C", "H", "H", "F", "H", "O", "N", "H", "H", "H", "H", "H", "C", "C", "F", "H", "C", "H", "O", "C", "C", "O", "H", "C", "H", "H", "H", "H", "C", "H", "H", "H", "H", "N", "N", "H", "H", "S", "H", "H", "H", "C", "S"], "xyz": [[-27.85, 5.44, 9.77], [-28.91, 6.56, 11.73], [-25.89, 1.07, 7.95], [-26.51, 0.29, 11.15], [-29.64, -1.65, 8.81], [-32.10, 1.38, 9.15], [-25.47, 3.85, 4.06], [-28.94, -2.83, 9.77], [-30.39, 1.83, 2.45], [-24.89, -3.94, 11.29], [-28.99, 6.03, 3.91], [-29.43, 7.30, 5.95], [-25.66, 5.62, 4.44], [-26.86, -0.76, 8.71], [-24.37, -1.44, 8.32], [-27.51, 7.01, 12.77], [-25.18, 3.00, 6.72], [-24.13, -2.35, 7.90], [-23.13, 1.96, 6.34], [-28.82, 1.17, 0.79], [-27.39, 7.20, 6.67], [-29.47, -2.68, 8.91], [-27.45, 2.70, 6.87], [-28.37, 4.03, 10.90], [-28.35, 4.84, 4.88], [-25.67, -1.94, 12.17], [-27.12, 6.48, 10.59], [-26.92, 0.01, 10.23], [-28.34, 0.63, 8.01], [-29.42, -2.15, 3.88], [-29.79, 3.82, 10.73], [-27.65, 7.95, 7.42], [-25.39, -2.69, 11.06], [-26.15, 2.32, 7.14], [-21.56, 1.53, 6.60], [-27.11, 0.89, 11.71], [-27.19, -1.08, 3.02], [-31.22, -0.47, 3.18], [-28.34, -1.51, 1.79], [-24.54, 2.43, 3.91], [-22.84, 0.68, 7.40], [-26.69, 6.54, 7.18], [-28.62, 2.00, 7.26], [-27.42, 2.92, 10.74], [-23.84, -2.85, 8.76], [-26.89, 7.16, 2.95], [-29.74, 2.39, 6.87], [-28.37, 5.93, 4.81], [-25.76, 0.94, 10.90], [-26.92, 0.23, 8.30], [-27.31, 8.73, 5.13], [-26.84, 4.76, 12.56], [-26.56, -2.74, 10.25], [-26.06, 6.34, 10.75], [-24.77, 0.76, 8.50], [-25.17, 3.08, 3.46], [-22.55, 0.53, 5.77], [-28.97, -3.12, 8.15], [-26.15, -0.57, 11.62], [-27.38, 5.02, 8.88], [-26.04, 2.64, 3.09], [-30.34, -0.11, 3.71], [-28.66, 6.55, 6.16], [-24.30, -2.05, 10.39], [-28.35, 4.73, 13.44], [-28.17, -0.82, 2.62], [-30.67, 0.09, 4.73], [-29.28, -0.06, 8.50], [-27.85, 6.39, 11.95], [-26.68, 7.95, 5.56], [-27.32, 1.79, 2.67], [-30.85, 2.02, 8.20], [-29.18, -1.10, 3.72], [-30.36, -3.15, 9.03], [-24.89, -2.84, 7.46], [-24.71, 3.45, 2.62], [-27.38, 7.48, 10.23], [-29.89, 1.26, 3.24], [-28.80, 5.89, 9.48], [-27.75, 3.60, 6.35], [-30.41, 1.24, 9.42], [-29.53, 1.96, 3.99], [-31.19, 1.84, 9.17], [-22.51, 1.17, 6.56], [-31.30, 2.71, 9.70], [-28.66, -0.79, 4.64], [-28.41, 0.96, 2.16], [-25.70, 8.33, 5.83], [-23.35, -2.25, 7.27], [-29.09, 5.95, 6.96], [-27.92, 4.94, 12.46], [-26.73, 6.60, 4.27]]}

=====

Record 5
{"formula": "C18H50N13O27PS", "method": "wB97M-V/def2-TZVPD", "energy_ha": -4197.57025, "charge": 0, "elements": ["H", "O", "H", "H", "H", "H", "H", "N", "C", "C", "H", "C", "O", "H", "H", "N", "H", "N", "O", "H", "C", "H", "C", "C", "C", "O", "H", "H", "H", "H", "H", "N", "C", "N", "H", "H", "H", "N", "O", "O", "H", "O", "H", "S", "O", "C", "O", "N", "H", "H", "P", "H", "H", "H", "O", "H", "O", "C", "N", "H", "N", "C", "C", "O", "O", "H", "C", "C", "H", "C", "C", "O", "O", "N", "H", "H", "O", "H", "N", "H", "H", "C", "H", "H", "H", "H", "O", "O", "H", "H", "O", "H", "O", "H", "O", "H", "O", "O", "H", "H", "O", "N", "H", "O", "H", "C", "N", "O", "H", "O"], "xyz": [[7.10, -3.95, -3.83], [-5.02, 2.78, 3.82], [2.78, 4.27, -3.51], [1.08, 3.86, -3.62], [-1.26, 1.04, 0.41], [-2.75, 1.90, -3.95], [-1.94, 3.08, 0.06], [-1.62, -4.60, 1.44], [10.29, 0.12, -2.33], [-0.87, -8.13, -0.64], [-1.00, 1.76, -4.34], [-2.13, 3.83, 0.82], [-7.23, -4.52, 7.07], [-2.93, 1.96, 3.03], [3.60, 2.63, -1.25], [2.08, 3.58, -0.08], [10.15, -0.18, -1.30], [-8.87, 2.86, 1.76], [-2.18, -4.02, 0.53], [-7.20, 2.06, 2.73], [4.50, 3.53, 0.50], [6.85, 1.35, -0.86], [-1.92, 1.22, -4.14], [-7.39, -2.48, 6.01], [7.32, -2.92, -4.12], [0.94, -2.23, 0.89], [-3.66, -2.92, 7.49], [-0.59, -2.64, -1.17], [3.20, 1.84, 0.26], [-4.07, -1.23, 7.06], [-2.95, 0.67, 4.28], [1.28, -2.38, -0.27], [-3.47, 1.11, 3.44], [-4.78, 1.61, 3.94], [-1.21, -9.07, -0.22], [11.17, 0.74, -2.45], [-0.01, -7.76, -0.10], [8.80, -2.75, -4.06], [-1.95, -3.05, 5.56], [-5.46, -3.76, 6.12], [-7.23, 1.85, 0.95], [1.30, 2.32, -6.16], [-1.16, -3.92, 3.36], [6.97, 2.60, -0.39], [-0.79, -0.41, -2.98], [5.63, 2.56, 0.84], [-9.19, 4.01, 1.62], [1.77, 3.30, -6.71], [-1.99, 3.42, 1.82], [0.37, 0.43, 0.90], [1.77, 4.70, -1.40], [-7.76, -2.00, 6.91], [6.99, -2.71, -5.13], [-8.22, -2.82, 5.39], [8.02, 0.33, -2.66], [10.32, -0.75, -2.98], [0.70, 2.76, 1.60], [-3.29, -1.98, 7.10], [9.10, 0.91, -2.73], [6.03, 2.79, 1.83], [-6.63, -3.69, 6.43], [-7.41, 2.54, 1.78], [0.37, -3.16, -1.15], [-2.41, 0.59, -1.98], [0.13, 4.76, -1.31], [0.64, 3.29, -8.46], [0.90, 4.01, -7.68], [-0.24, 0.82, 0.09], [1.45, 4.85, -8.09], [1.96, 3.78, -2.97], [1.01, 2.76, 0.41], [-0.73, -5.41, 1.29], [2.89, 3.74, -6.53], [-0.44, -8.40, -2.04], [0.01, 4.34, -7.15], [-3.68, 0.37, 2.68], [9.33, -2.94, -2.98], [0.26, -4.14, -0.70], [-3.56, 4.23, 0.71], [-1.51, 4.70, 0.68], [-1.66, -7.39, -0.66], [3.33, 2.82, -0.21], [-0.28, 0.08, -0.69], [2.25, 2.74, -2.85], [-2.44, -1.63, 7.67], [-6.85, 3.45, 1.66], [-5.54, 0.78, 4.43], [0.37, 1.99, -0.49], [5.26, 1.54, 0.89], [4.89, 4.29, -0.19], [-1.00, -7.80, -2.93], [6.89, -2.22, -3.40], [9.25, 2.04, -3.10], [-2.82, -3.55, 2.81], [2.31, -1.94, -0.74], [-2.14, 0.54, -4.96], [-4.37, 3.34, 0.85], [-3.82, 5.39, 0.49], [-0.13, 5.53, -0.78], [-2.37, -5.23, 3.28], [0.45, -9.21, -2.19], [-1.69, 0.40, -2.93], [4.09, 4.03, 1.38], [9.37, -2.41, -5.07], [-6.72, -1.83, 5.45], [-2.03, -4.29, 2.84], [-2.83, -2.23, 5.71], [-9.63, 1.92, 1.88], [0.81, -3.21, -2.14], [-3.35, -1.61, 4.81]]}